Record 1
{"formula": "C4H10NO2", "method": "ωB97M-V/def2-TZVPD", "lumo_energy_ev": -3.568, "homo_energy_ev": -15.16, "smiles": "C[NH2+][C@@H](C)C(=O)O", "gap_ev": 11.596, "total_charge": 1, "species": ["O", "C", "C", "N", "C", "C", "O", "H", "H", "H", "H", "H", "H", "H", "H", "H", "H"], "positions_angstrom": [[-0.80, -2.11, 0.64], [0.18, -1.78, -0.22], [0.07, -0.19, -0.48], [-0.14, 0.51, 0.78], [-1.16, 1.66, 0.86], [1.34, 0.21, -1.29], [1.08, -2.52, -0.53], [-1.05, -3.01, 0.74], [-0.72, 0.01, -1.26], [0.89, 0.93, 1.17], [-0.48, -0.21, 1.40], [-1.43, 1.75, 1.97], [-2.03, 1.37, 0.28], [-0.84, 2.57, 0.33], [1.21, 1.07, -1.93], [2.20, 0.29, -0.56], [1.67, -0.55, -1.91]]}


Record 2
{"formula": "C4H10NO2", "method": "ωB97M-V/def2-TZVPD", "lumo_energy_ev": -3.725, "homo_energy_ev": -14.58, "smiles": "C[C@H]([NH3+])CC(=O)O", "gap_ev": 10.852, "total_charge": 1, "species": ["C", "C", "C", "C", "O", "O", "N", "H", "H", "H", "H", "H", "H", "H", "H", "H", "H"], "positions_angstrom": [[-0.67, -0.45, 1.48], [0.33, -0.34, 0.36], [-0.01, 0.69, -0.73], [-0.67, -0.03, -1.89], [-2.00, 0.20, -1.91], [-0.09, -0.79, -2.59], [1.71, -0.01, 0.94], [-0.27, -0.82, 2.42], [-1.48, -1.13, 1.20], [-1.18, 0.48, 1.70], [0.48, -1.31, -0.13], [0.87, 1.29, -0.96], [-0.67, 1.44, -0.27], [-2.44, 0.51, -2.71], [2.31, 0.18, 0.14], [2.15, -0.76, 1.49], [1.62, 0.86, 1.47]]}


The calculation returns the following energy relative to the best compared isomer or geometry (same formula, charge and spin) values, one per record and in order: 185.86 104.99 kJ/mol.